# 1
This record from the Open Molecules 2025 dataset describes C35H58N4O3P2PdS as an isolated structure in a non-equilibrium geometry. The level of theory is ωB97M-V with the def2-TZVPD basis set.

Last column: Mulliken charge in e.
Element x y z (Å)
Pd -21.421 -1.358 -9.888  0.34
C -20.169 -2.119 -6.638  -1.41
P -19.856 -1.131 -8.137  1.37
C -18.315 -1.918 -8.578  0.35
N -17.191 -1.674 -7.885  -0.24
C -16.066 -2.448 -8.261  0.08
C -14.869 -2.318 -7.524  -0.61
C -13.812 -3.139 -7.871  -0.54
C -13.889 -3.995 -8.994  -0.44
C -15.044 -4.151 -9.735  -0.80
C -16.199 -3.443 -9.287  0.41
N -17.438 -3.760 -9.799  -0.09
C -18.430 -2.907 -9.497  -1.29
P -19.937 -2.992 -10.467  1.24
C -19.395 -2.584 -12.113  -0.75
C -20.541 -4.767 -10.376  1.80
C -19.549 -5.766 -11.004  -1.43
C -21.811 -4.786 -11.245  -1.68
C -20.920 -5.169 -8.953  -1.26
C -19.292 0.579 -7.677  2.37
C -18.598 0.659 -6.282  -1.72
C -18.352 1.101 -8.748  -1.91
C -20.565 1.453 -7.575  -1.22
H -19.234 -2.319 -6.068  0.28
H -20.584 -3.071 -6.935  0.33
H -20.926 -1.609 -6.005  0.40
H -14.790 -1.503 -6.814  0.44
H -12.882 -3.050 -7.320  0.39
H -13.005 -4.554 -9.242  0.42
H -15.131 -4.888 -10.551  0.44
H -18.820 -3.421 -12.585  0.38
H -18.748 -1.699 -12.066  0.00
H -20.291 -2.331 -12.692  0.16
H -19.616 -5.826 -12.095  0.35
H -19.728 -6.800 -10.557  0.41
H -18.487 -5.462 -10.779  0.14
H -21.614 -4.501 -12.294  0.34
H -22.610 -4.113 -10.805  0.11
H -22.294 -5.771 -11.226  0.47
H -20.016 -5.100 -8.281  0.17
H -21.299 -6.214 -8.971  0.61
H -21.692 -4.491 -8.532  -0.15
H -17.958 -0.234 -6.077  0.24
H -19.349 0.780 -5.490  0.35
H -17.985 1.574 -6.258  0.49
H -17.440 0.475 -8.756  0.26
H -18.067 2.114 -8.423  0.70
H -18.763 1.155 -9.815  -0.01
H -21.295 1.127 -6.804  0.39
H -21.105 1.476 -8.541  -0.38
H -20.204 2.499 -7.419  0.51
N -23.930 -1.287 -8.288  -0.27
C -24.782 -2.367 -8.404  0.88
C -25.630 -2.486 -9.509  -0.49
C -26.273 -3.677 -9.746  -0.39
C -26.231 -4.718 -8.788  -0.79
C -25.549 -4.476 -7.581  -0.46
C -24.804 -3.339 -7.403  -0.50
H -23.454 -1.178 -7.387  0.16
H -24.318 -0.351 -8.546  0.15
H -25.803 -1.639 -10.213  0.19
H -26.710 -3.826 -10.736  0.34
H -26.756 -5.628 -8.950  0.45
H -25.613 -5.204 -6.774  0.36
H -24.232 -3.217 -6.465  0.31
O -15.885 -0.714 -12.541  -0.59
C -16.645 0.398 -12.199  -0.34
O -17.857 0.334 -12.083  -0.56
C -15.785 1.612 -11.952  1.12
N -14.355 1.343 -12.274  -0.53
C -13.751 2.525 -12.876  -0.74
C -14.851 3.629 -12.832  -0.61
C -16.152 2.837 -12.763  -0.70
H -15.771 1.837 -10.863  0.19
H -14.946 -0.396 -12.686  0.40
H -13.766 1.095 -11.490  0.27
H -13.432 2.260 -13.928  0.28
H -12.781 2.780 -12.417  0.30
H -14.804 4.325 -13.653  0.41
H -14.694 4.225 -11.920  0.26
H -16.511 2.536 -13.778  0.36
H -16.951 3.358 -12.232  0.33
C -22.729 4.084 -11.780  -1.22
C -23.673 2.911 -11.390  -0.50
C -23.110 1.779 -10.539  -0.20
S -21.923 0.540 -11.333  0.34
O -20.790 1.257 -11.913  -0.60
C -23.021 -0.219 -12.627  -0.39
C -23.129 0.519 -13.980  -0.22
C -22.095 0.127 -15.044  -1.25
H -23.296 4.796 -12.382  0.40
H -21.899 3.718 -12.378  0.24
H -22.329 4.577 -10.879  0.34
H -24.068 2.424 -12.314  0.24
H -24.567 3.368 -10.886  0.38
H -23.941 1.155 -10.082  -0.15
H -22.587 2.234 -9.658  0.29
H -24.009 -0.292 -12.124  0.14
H -22.663 -1.257 -12.788  0.23
H -23.043 1.613 -13.856  0.08
H -24.171 0.315 -14.376  0.34
H -21.083 0.541 -14.814  0.22
H -22.388 0.458 -16.065  0.38
H -22.014 -0.954 -15.080  0.33

Properties
* Kohn-Sham gap: 4.60 eV
* E: -82230.536 eV
* total charge: 0

***

# 2
This record from the Open Molecules 2025 dataset describes a 23-piece molecular cluster, C78H210N8O31 overall in a non-equilibrium geometry. The level of theory is ωB97M-V with the def2-TZVPD basis set.

Last column: Mulliken charge in e.
Element x y z (Å)
C 2.259 -2.561 3.162  0.50
O 2.882 -2.455 1.926  0.39
C 2.181 -3.144 0.853  0.46
C 0.857 -2.458 0.316  -0.34
N 0.970 -1.026 -0.065  1.71
C -0.235 -0.416 -0.661  -0.91
C 0.057 1.041 -0.940  0.65
O -1.079 1.495 -1.623  0.91
C -0.881 2.696 -2.264  0.46
H 2.192 -3.618 3.419  0.33
H 1.337 -1.980 3.133  -0.85
H 2.882 -2.145 3.954  -0.25
H 2.066 -4.193 1.126  -0.42
H 2.848 -3.212 -0.007  -0.43
H 0.040 -2.561 1.030  -0.85
H 0.519 -2.980 -0.580  0.30
H 1.401 -0.399 0.599  -1.14
H -1.141 -0.536 -0.066  -0.08
H -0.541 -0.923 -1.576  0.04
H 1.016 1.269 -1.404  -0.39
H 0.003 1.583 0.004  0.05
H -1.816 2.863 -2.798  -0.76
H -0.054 2.536 -2.956  0.15
H -0.668 3.496 -1.555  -0.31
C -3.980 1.022 -0.816  -1.37
O -4.583 0.015 -1.643  0.39
C -4.996 -1.107 -0.895  -0.58
C -5.768 -2.025 -1.834  -0.60
N -6.173 -3.273 -1.139  -0.13
C -7.161 -4.017 -1.929  -0.84
C -7.612 -5.341 -1.275  -0.60
O -8.483 -5.008 -0.210  -0.36
C -8.858 -6.128 0.590  -0.72
H -3.408 1.753 -1.388  -0.45
H -3.269 0.691 -0.060  0.69
H -4.746 1.619 -0.321  0.82
H -5.558 -0.837 -0.001  0.49
H -4.136 -1.659 -0.515  -0.16
H -5.221 -2.223 -2.756  0.21
H -6.662 -1.465 -2.107  0.43
H -6.714 -2.955 -0.348  0.22
H -6.808 -4.256 -2.932  0.49
H -8.006 -3.339 -2.050  0.52
H -6.717 -5.866 -0.939  0.25
H -8.179 -5.997 -1.935  0.48
H -9.266 -6.935 -0.019  0.29
H -9.571 -5.765 1.329  0.23
H -7.957 -6.512 1.069  0.29
C -3.237 5.307 -4.199  -1.23
O -2.858 4.278 -5.051  1.02
C -3.751 3.960 -6.160  -0.95
C -3.261 2.699 -6.994  -0.57
N -3.691 1.367 -6.400  -0.36
C -3.116 1.290 -5.045  0.39
C -3.012 -0.155 -4.522  0.05
O -2.178 -0.954 -5.347  -0.50
C -2.227 -2.328 -5.126  -0.64
H -4.074 4.869 -3.656  0.00
H -3.535 6.189 -4.766  0.68
H -2.471 5.490 -3.445  0.13
H -3.699 4.860 -6.773  0.59
H -4.797 3.918 -5.858  0.32
H -2.183 2.823 -7.099  -0.07
H -3.639 2.886 -8.000  0.59
H -3.391 0.542 -6.900  0.37
H -3.721 1.852 -4.334  -0.36
H -2.142 1.762 -4.918  -0.30
H -4.018 -0.572 -4.582  0.27
H -2.677 -0.071 -3.488  0.19
H -3.092 -2.596 -5.732  0.43
H -2.466 -2.484 -4.074  0.03
H -1.314 -2.827 -5.450  0.34
C -6.415 7.486 -4.934  -0.64
O -5.416 8.031 -4.031  -0.31
C -5.937 8.254 -2.704  -0.38
C -4.787 8.817 -1.840  -0.76
N -3.829 7.738 -1.619  0.07
C -2.637 8.333 -0.941  -1.00
C -1.671 7.179 -0.600  -0.37
O -0.770 6.768 -1.644  0.14
C 0.364 7.613 -1.671  -0.97
H -6.200 7.349 -5.993  0.29
H -7.357 8.011 -4.773  0.38
H -6.583 6.459 -4.608  0.09
H -6.342 7.310 -2.339  0.11
H -6.763 8.962 -2.773  0.52
H -5.162 9.228 -0.902  0.46
H -4.335 9.631 -2.407  0.35
H -3.558 7.435 -2.543  -0.17
H -2.745 8.878 -0.003  0.50
H -2.094 9.017 -1.593  0.36
H -2.267 6.292 -0.389  -0.16
H -1.060 7.231 0.301  0.72
H 0.950 7.477 -0.762  0.39
H 0.172 8.675 -1.821  0.31
H 1.046 7.324 -2.470  0.18
C 4.439 1.117 -2.413  -0.29
O 5.216 0.306 -1.492  -0.60
C 4.582 -0.917 -1.182  0.83
C 5.411 -1.713 -0.180  -0.34
N 5.229 -1.151 1.131  -0.70
C 6.009 -1.987 2.060  -0.36
C 6.409 -1.248 3.293  -0.27
O 7.153 -2.063 4.242  -0.40
C 7.385 -1.374 5.448  -0.74
H 3.497 1.462 -1.985  -0.10
H 4.226 0.532 -3.307  0.27
H 5.056 1.939 -2.776  0.35
H 4.542 -1.581 -2.045  0.50
H 3.531 -0.755 -0.944  -0.61
H 6.456 -1.800 -0.477  0.79
H 5.056 -2.743 -0.205  -0.87
H 4.275 -1.390 1.364  0.68
H 6.969 -2.347 1.689  0.60
H 5.416 -2.836 2.400  -0.33
H 5.470 -0.900 3.724  -0.03
H 6.976 -0.343 3.079  0.47
H 6.536 -1.227 6.115  -0.03
H 7.881 -0.416 5.290  0.44
H 8.116 -1.911 6.052  0.30
C 0.641 2.244 6.847  -0.41
O -0.430 3.133 6.692  -0.30
C -1.657 2.547 7.109  -0.52
C -2.768 3.381 6.426  -0.77
N -2.816 2.868 5.065  -0.10
C -3.670 3.693 4.229  -1.17
C -3.488 3.363 2.724  -0.48
O -2.237 3.872 2.316  0.25
C -1.947 3.792 0.950  0.21
H 1.514 2.649 6.335  -0.07
H 0.477 1.250 6.431  0.14
H 0.998 2.196 7.875  0.45
H -1.705 2.692 8.188  0.50
H -1.801 1.501 6.837  0.11
H -2.510 4.439 6.479  0.33
H -3.739 3.353 6.920  0.53
H -1.838 2.942 4.821  -0.15
H -3.455 4.740 4.441  0.45
H -4.717 3.640 4.529  0.51
H -4.278 3.901 2.199  0.38
H -3.420 2.295 2.516  0.21
H -2.796 4.039 0.312  0.25
H -1.622 2.768 0.763  -0.17
H -1.070 4.407 0.749  -0.06
C 9.326 -8.091 5.523  -0.69
O 9.523 -6.702 5.194  -0.40
C 8.498 -6.028 4.405  -0.49
C 7.133 -5.779 5.154  -0.56
N 6.334 -4.909 4.333  0.73
C 4.884 -4.933 4.611  -0.35
C 4.492 -4.035 5.814  0.49
O 4.974 -4.719 7.000  -0.46
C 4.860 -3.910 8.162  -0.69
H 8.417 -8.274 6.095  0.27
H 10.066 -8.496 6.213  0.29
H 9.344 -8.729 4.639  0.28
H 8.379 -6.437 3.402  0.30
H 8.869 -5.042 4.124  0.25
H 7.174 -5.329 6.145  0.25
H 6.613 -6.731 5.269  0.51
H 6.591 -3.957 4.552  -0.38
H 4.511 -5.932 4.836  0.74
H 4.288 -4.579 3.770  -0.89
H 3.412 -3.922 5.916  0.37
H 4.958 -3.061 5.663  -0.17
H 5.400 -4.388 8.980  0.28
H 3.824 -3.831 8.491  0.25
H 5.275 -2.914 8.008  0.24
C 0.316 7.252 -8.633  -0.82
O 0.731 6.593 -7.465  -0.39
C -0.230 5.718 -6.902  -1.04
C 0.279 5.099 -5.624  0.40
N 1.457 4.241 -5.835  0.01
C 1.124 2.977 -6.403  0.49
C 2.335 2.439 -7.198  -0.72
O 2.673 3.330 -8.269  -0.40
C 1.694 3.521 -9.294  -0.32
H 1.124 7.857 -9.043  0.29
H -0.538 7.922 -8.529  0.29
H 0.056 6.461 -9.337  0.31
H -0.660 4.989 -7.589  0.17
H -1.144 6.238 -6.616  0.81
H -0.559 4.543 -5.204  -0.52
H 0.417 5.903 -4.902  0.09
H 1.947 4.727 -6.573  0.52
H 0.350 2.950 -7.170  -0.12
H 0.908 2.307 -5.570  -0.38
H 2.193 1.421 -7.562  0.47
H 3.225 2.406 -6.570  0.16
H 1.392 2.613 -9.815  0.30
H 2.199 4.211 -9.969  0.26
H 0.852 4.103 -8.919  -0.02
C -0.509 -2.130 6.088  0.62
C -0.729 -3.020 7.297  -0.89
O -0.832 -4.355 6.913  -0.51
H 0.459 -2.358 5.642  -0.44
H -0.490 -1.059 6.290  -0.05
H -1.306 -2.382 5.389  0.11
H -1.595 -2.722 7.888  0.42
H 0.101 -2.939 7.998  0.31
H -1.698 -4.512 6.529  0.30
C 2.359 -1.400 -5.272  -1.76
C 1.714 -0.746 -3.985  0.71
O 1.983 -1.627 -2.902  1.84
H 3.430 -1.397 -5.072  0.43
H 2.242 -0.730 -6.124  0.20
H 2.055 -2.389 -5.615  0.32
H 0.627 -0.692 -4.047  -0.10
H 1.970 0.286 -3.746  -0.27
H 1.502 -1.405 -2.101  -1.01
C -2.416 -3.865 1.537  -1.22
C -1.579 -3.852 2.858  0.72
O -0.364 -4.478 2.562  1.25
H -3.390 -3.393 1.665  0.61
H -2.564 -4.891 1.201  0.25
H -1.962 -3.359 0.685  -0.13
H -2.071 -4.395 3.665  0.61
H -1.451 -2.819 3.180  -0.85
H 0.039 -4.677 3.410  -0.47
C 1.796 -7.307 0.423  -0.65
C 0.274 -7.128 0.237  -0.57
O -0.145 -5.821 -0.004  0.27
H 2.128 -8.314 0.677  0.53
H 2.190 -6.611 1.163  -0.12
H 2.260 -7.131 -0.547  0.07
H -0.218 -7.639 1.065  0.36
H -0.037 -7.716 -0.626  0.42
H -0.240 -5.364 0.835  -0.66
C -0.507 0.640 3.258  0.02
C 1.004 0.904 3.395  0.67
O 1.527 0.916 2.097  1.00
H -1.017 1.344 2.601  -0.86
H -0.947 0.610 4.255  0.38
H -0.787 -0.307 2.797  -0.49
H 1.421 0.125 4.033  -0.25
H 0.947 1.875 3.887  0.05
H 2.459 1.122 2.202  -0.39
C 4.102 0.841 5.597  -0.11
C 4.231 0.325 6.979  -0.50
O 2.991 -0.261 7.328  -0.35
H 3.764 0.118 4.855  -0.40
H 5.062 1.181 5.208  0.46
H 3.450 1.700 5.442  0.19
H 4.421 1.197 7.605  0.41
H 5.020 -0.418 7.095  0.06
H 2.915 -0.294 8.285  0.20
C -5.929 4.209 -1.358  -1.26
C -6.538 3.244 -2.378  0.17
O -6.664 3.743 -3.681  -0.53
H -5.935 3.741 -0.374  0.50
H -6.531 5.107 -1.221  0.40
H -4.956 4.614 -1.634  0.02
H -7.508 2.971 -1.963  0.36
H -5.868 2.385 -2.381  -0.02
H -6.481 3.054 -4.324  0.51
C 5.570 -5.732 -0.455  -0.81
C 5.787 -5.962 1.012  0.10
O 6.539 -4.847 1.446  -0.53
H 5.161 -6.587 -0.992  0.41
H 6.514 -5.421 -0.903  0.39
H 4.909 -4.876 -0.594  -0.25
H 6.407 -6.846 1.165  0.41
H 4.891 -6.220 1.576  0.03
H 6.604 -4.817 2.403  0.18
C 2.481 4.234 -0.919  -0.97
C 2.152 4.627 -2.438  -0.06
O 2.365 3.593 -3.288  -0.33
H 2.107 3.236 -0.691  -0.27
H 2.110 4.911 -0.149  0.53
H 3.567 4.223 -0.824  0.39
H 2.741 5.399 -2.933  0.75
H 1.128 4.984 -2.545  -0.32
H 2.147 3.912 -4.167  0.36
C 0.926 -5.099 -3.321  -0.73
C 2.388 -4.974 -2.804  0.60
O 3.095 -4.021 -3.572  -0.69
H 0.393 -4.153 -3.424  -0.06
H 0.411 -5.739 -2.605  0.03
H 0.974 -5.641 -4.265  0.48
H 2.796 -5.985 -2.797  0.53
H 2.348 -4.659 -1.762  -0.57
H 2.718 -3.164 -3.358  0.05
C -2.650 -4.834 -2.551  0.65
C -3.796 -5.738 -2.146  -0.58
O -4.183 -5.382 -0.800  -0.55
H -2.789 -3.790 -2.271  -0.39
H -2.464 -4.869 -3.624  0.52
H -1.760 -5.240 -2.070  -0.61
H -3.544 -6.796 -2.209  0.49
H -4.650 -5.555 -2.798  0.19
H -4.686 -4.567 -0.864  0.16
C -0.433 -7.182 4.536  -1.07
C 0.993 -6.697 4.797  -0.29
O 0.937 -5.277 4.782  0.12
H -0.831 -6.926 3.554  0.07
H -1.103 -6.788 5.299  0.25
H -0.418 -8.263 4.674  0.45
H 1.687 -7.037 4.028  0.28
H 1.307 -7.053 5.778  0.37
H 0.513 -4.934 5.572  -0.15
C 4.553 3.535 2.168  -1.36
C 4.891 2.161 1.590  0.27
O 4.075 1.194 2.164  0.26
H 5.171 4.253 1.630  0.50
H 4.773 3.558 3.235  0.40
H 3.504 3.828 2.138  -0.04
H 5.933 1.903 1.779  0.29
H 4.771 2.182 0.507  -0.22
H 4.405 0.363 1.816  0.25
C -8.325 0.634 -4.834  -1.43
C -6.827 0.473 -5.061  0.26
O -6.278 1.715 -5.395  -0.79
H -8.799 1.066 -5.716  0.39
H -8.427 1.257 -3.946  0.26
H -8.688 -0.361 -4.577  0.41
H -6.659 -0.303 -5.808  0.50
H -6.441 0.159 -4.092  -0.21
H -5.401 1.544 -5.745  0.42
C 1.159 4.795 3.687  -0.06
C 0.072 5.635 4.345  -0.14
O -0.926 6.151 3.424  -0.65
H 1.737 4.375 4.510  0.17
H 1.818 5.336 3.008  0.42
H 0.622 4.009 3.156  -0.43
H 0.487 6.484 4.888  0.44
H -0.460 4.995 5.049  -0.09
H -1.382 5.443 2.965  0.26

Properties
* Kohn-Sham gap: 8.62 eV
* E: -159670.145 eV
* total charge: 0

***

The highest E belongs to which entry?
C35H58N4O3P2PdS